ORCA calculation (wB97M-V/def2-TZVPD) on a 11-piece molecular cluster, C38H74N3O34P overall in a non-equilibrium geometry.

HOMO ... -9.40 eV
Gap between HOMO and LUMO ... 8.94 eV

Geometry as XYZ:
```
150
Properties=species:S:1:pos:R:3:forces:R:3:mulliken_charge:R:1
C -2.0596 0.4470 -0.3693 0.18 -1.38 0.63 -1.2098
C -0.8326 0.5554 0.5826 0.17 1.21 -0.78 0.3052
O -1.1586 0.6195 1.9749 0.19 -0.85 -0.49 -0.2253
C -2.0038 -0.4476 2.3988 -0.97 0.11 0.84 -0.5827
C -1.5921 -0.8951 3.8194 -0.02 0.43 -0.23 -1.0794
C -0.1981 -1.5822 3.9233 0.06 -0.02 1.02 2.1335
O 0.8644 -0.6551 4.0361 -0.43 0.21 -0.14 -0.6278
C -0.1836 -2.3220 5.2704 0.20 2.53 -4.66 -1.0113
N -0.1853 -3.0396 6.1293 -0.14 -2.07 3.32 -0.4919
C 0.1460 -2.5861 2.7416 1.12 -0.61 0.04 0.7838
C 1.6540 -2.5090 2.5129 -5.46 -0.54 0.96 -0.3500
N 2.7323 -2.2948 2.3058 3.66 0.74 -0.52 -0.5384
P -0.1861 -4.4018 3.0687 0.78 -2.95 0.62 0.5289
N 0.8149 -5.0779 4.0287 -0.26 0.75 -0.67 -0.7568
O -0.0957 -5.1548 1.5826 -1.36 1.87 1.09 -0.3499
O -1.7493 -4.6325 3.5984 1.24 1.06 -1.64 -0.5129
H -1.7712 0.6804 -1.4092 -0.21 0.13 0.57 0.4112
H -2.9300 1.0285 -0.0084 0.69 0.05 -0.33 0.2839
H -2.3903 -0.6176 -0.3624 0.02 0.65 -0.23 0.2837
H -0.3327 1.5201 0.3434 -0.23 -0.60 0.40 0.1344
H -0.0599 -0.2297 0.4066 -0.64 0.17 -0.03 0.0993
H -3.0444 -0.0467 2.4601 0.55 -0.40 -0.02 0.4317
H -2.0533 -1.3041 1.6943 0.28 0.50 0.23 0.3357
H -1.5230 0.0327 4.4323 0.01 -0.66 -0.28 0.1482
H -2.3625 -1.5300 4.3023 0.35 0.23 -0.54 0.4267
H 0.8317 -0.0191 3.3002 -0.23 -0.13 0.17 0.3134
H -0.3056 -2.3299 1.7644 0.01 0.21 0.64 0.2864
H 1.3381 -5.8146 3.5585 -0.02 0.13 0.33 0.2832
H -0.8024 -4.7688 1.0318 0.52 -0.45 -0.47 0.3016
H -2.2647 -4.8383 2.7982 -0.27 0.00 0.52 0.3330
C 0.8949 1.8108 6.0228 0.12 -0.41 0.28 0.0781
O 0.4508 3.1652 6.1469 -0.01 0.18 -0.14 -0.3002
C 0.3009 3.7879 4.9811 -0.07 -0.08 0.36 0.6331
O 0.5032 3.3058 3.8909 -0.56 0.27 1.23 -0.5751
O -0.1119 5.0340 5.2188 0.03 -0.07 -0.06 -0.3655
C -0.3143 5.8187 4.0422 -0.07 0.25 -0.22 -0.5594
H 0.9820 1.3972 7.0260 -0.07 0.25 0.05 0.0852
H 0.1708 1.2212 5.4661 0.11 0.10 -0.10 -0.1803
H 1.8730 1.7684 5.5440 -0.12 0.00 -0.13 0.2837
H -1.0868 5.3768 3.4127 0.14 -0.07 -0.04 0.2734
H 0.6172 5.9274 3.4864 -0.07 -0.13 -0.05 0.2479
H -0.6464 6.8041 4.3612 0.03 -0.12 0.21 0.2419
C 1.6027 3.0872 1.6524 0.28 -0.47 -0.57 -0.5919
O 1.6264 4.0986 0.6344 0.14 0.08 -0.23 -0.3320
C 2.8459 4.4081 0.1925 -0.21 -0.08 0.08 0.5850
O 3.8806 3.9245 0.5668 -0.03 0.09 -0.08 -0.5510
O 2.7166 5.3574 -0.7472 0.11 -0.07 0.08 -0.1621
C 3.9547 5.7880 -1.3152 0.29 0.04 -0.17 -0.7599
H 0.5722 2.9237 1.9231 -0.03 0.22 -0.29 0.0668
H 2.0164 2.1506 1.2680 0.21 0.14 -0.04 0.4163
H 2.1479 3.4142 2.5283 0.15 -0.03 -0.18 0.5812
H 4.4579 4.9583 -1.8121 0.06 0.01 0.15 0.3271
H 4.5981 6.2263 -0.5524 0.02 -0.17 0.01 0.3139
H 3.7314 6.5506 -2.0577 -0.20 -0.08 0.06 0.2246
C 1.1285 7.5627 -2.1066 -0.10 0.00 0.31 -0.6808
O 1.0314 7.7383 -3.5231 -0.02 0.04 -0.14 -0.3410
C -0.1174 7.3094 -4.0524 0.13 0.06 -0.03 0.7864
O -1.0316 6.8108 -3.4501 0.05 0.03 -0.06 -0.5427
O -0.0734 7.5308 -5.3707 0.07 0.00 0.08 -0.3223
C -1.2453 7.1177 -6.0730 -0.23 -0.06 -0.24 -0.6329
H 2.0966 7.9453 -1.7936 -0.02 0.09 -0.25 0.1942
H 0.3509 8.1294 -1.5938 -0.06 -0.11 -0.07 0.3980
H 1.0708 6.5093 -1.8461 -0.16 0.08 0.00 0.3669
H -2.1188 7.6656 -5.7200 0.02 -0.13 0.10 0.2942
H -1.3986 6.0437 -5.9684 -0.07 0.07 0.13 0.2951
H -1.0920 7.3471 -7.1254 0.21 0.08 0.10 0.2218
C 7.0383 1.6142 -6.2394 0.21 -0.25 -0.18 -0.4548
O 6.5318 2.7136 -5.4793 -0.11 0.09 0.03 -0.3340
C 5.2463 2.9904 -5.7077 0.17 0.02 0.09 0.8227
O 4.5230 2.4061 -6.4713 -0.01 0.07 0.01 -0.5515
O 4.9029 4.0306 -4.9406 0.07 -0.04 0.00 -0.3034
C 3.5431 4.4397 -5.0833 -0.34 0.15 0.04 -0.5696
H 8.0843 1.4866 -5.9695 -0.07 0.20 0.14 0.2224
H 6.5006 0.6981 -5.9957 -0.08 0.08 -0.10 0.2842
H 6.9760 1.8225 -7.3079 -0.14 -0.07 0.04 0.1468
H 2.8666 3.6354 -4.7933 0.04 -0.03 -0.16 0.3216
H 3.3405 4.7606 -6.1049 -0.02 -0.15 0.01 0.3460
H 3.3810 5.2843 -4.4165 0.24 -0.04 0.02 0.0741
C 0.6960 3.0505 10.9377 0.00 0.32 0.16 -0.6745
O 0.9294 1.9964 10.0045 -0.01 -0.12 -0.05 -0.2450
C 0.4126 0.8168 10.3673 0.06 0.00 -0.09 0.7376
O -0.2049 0.5963 11.3759 0.05 0.04 -0.08 -0.5446
O 0.7019 -0.0701 9.4123 0.01 0.13 0.00 -0.2556
C 0.2094 -1.3896 9.6604 -0.06 -0.44 -0.08 -0.6752
H 1.1590 3.9493 10.5360 0.04 -0.17 -0.18 0.2186
H -0.3724 3.2309 11.0555 0.04 -0.12 0.10 0.3003
H 1.1543 2.8214 11.8996 -0.14 -0.07 0.00 0.3009
H -0.8785 -1.3881 9.7252 0.06 0.05 0.14 0.3143
H 0.6473 -1.8009 10.5696 -0.12 0.12 0.05 0.3094
H 0.5051 -2.0134 8.8196 0.07 0.23 -0.08 0.1946
C -7.7195 -0.8169 1.1428 -0.23 -0.08 -0.30 -0.6339
O -6.7167 -0.2862 2.0150 0.08 0.00 0.12 -0.2464
C -7.1201 -0.1323 3.2788 0.15 0.05 -0.15 0.7142
O -8.2124 -0.3973 3.7056 0.03 0.00 0.07 -0.5513
O -6.0995 0.3668 3.9832 0.00 -0.05 -0.11 -0.2255
C -6.3900 0.5853 5.3648 0.02 0.08 0.36 -0.6959
H -7.2793 -0.8965 0.1511 0.19 0.09 0.14 0.2058
H -8.0265 -1.8103 1.4693 -0.08 0.11 0.08 0.2852
H -8.5789 -0.1490 1.0909 -0.04 -0.12 0.13 0.3054
H -6.6445 -0.3528 5.8577 -0.13 0.06 -0.07 0.3202
H -7.1959 1.3098 5.4787 -0.06 -0.14 -0.03 0.3119
H -5.4914 0.9886 5.8266 0.06 -0.03 -0.23 0.2013
C 2.1422 -5.7031 -3.6784 -0.25 -0.01 -0.27 -0.7420
O 3.1838 -5.2347 -2.8213 -0.02 -0.02 0.02 -0.3505
C 2.8173 -5.0865 -1.5414 0.26 0.12 0.10 0.8044
O 1.7227 -5.3127 -1.0911 0.01 0.03 -0.12 -0.5407
O 3.8726 -4.6471 -0.8591 -0.05 -0.19 -0.19 -0.3526
C 3.6302 -4.4425 0.5397 0.15 -0.23 0.17 -0.3947
H 2.5509 -5.7859 -4.6832 0.20 0.08 0.14 0.2431
H 1.7981 -6.6870 -3.3638 -0.14 0.13 0.05 0.3418
H 1.3137 -4.9950 -3.6981 -0.02 -0.09 0.12 0.3315
H 3.3517 -5.3808 1.0215 -0.12 0.04 -0.08 0.2786
H 2.8650 -3.6970 0.6867 -0.05 -0.16 -0.20 0.0355
H 4.5549 -4.0842 0.9851 0.03 0.03 -0.25 0.2825
C 4.4165 -12.2144 -5.1649 -0.06 -0.28 -0.19 -0.6314
O 4.9429 -11.2795 -4.2240 -0.02 0.10 0.04 -0.3302
C 4.2926 -10.1126 -4.1878 0.13 -0.02 0.11 0.7469
O 3.3408 -9.8126 -4.8616 0.06 -0.02 0.04 -0.5511
O 4.8821 -9.3378 -3.2744 -0.02 -0.13 -0.07 -0.3228
C 4.2847 -8.0494 -3.1298 0.04 0.30 0.16 -0.5392
H 5.0227 -13.1155 -5.1024 0.10 0.15 0.17 0.2187
H 3.3857 -12.4692 -4.9191 0.00 0.13 -0.09 0.2923
H 4.4822 -11.8190 -6.1785 -0.13 0.05 0.06 0.2926
H 3.2497 -8.1413 -2.8028 0.02 -0.07 -0.13 0.2368
H 4.3463 -7.4898 -4.0623 -0.11 -0.09 0.00 0.3256
H 4.8413 -7.5102 -2.3667 0.13 -0.21 -0.03 0.2416
C -11.3368 -1.4972 3.7352 0.31 0.02 0.25 -0.5757
O -12.6357 -1.5475 3.1405 -0.10 0.01 -0.15 -0.3209
C -12.6754 -1.1159 1.8788 -0.08 -0.07 0.17 0.7866
O -11.7392 -0.7087 1.2392 -0.07 -0.03 0.00 -0.5433
O -13.9366 -1.2145 1.4464 0.08 0.00 0.06 -0.3411
C -14.1295 -0.7838 0.0999 -0.14 0.08 -0.30 -0.6227
H -11.4262 -1.8703 4.7532 -0.25 -0.02 -0.09 0.2788
H -10.6401 -2.1343 3.1917 0.01 0.17 -0.07 0.2478
H -10.9690 -0.4731 3.7719 0.08 -0.09 -0.16 0.2992
H -13.5435 -1.3940 -0.5874 0.09 0.12 0.05 0.2899
H -13.8720 0.2698 -0.0082 0.13 -0.08 -0.02 0.2903
H -15.1842 -0.9106 -0.1345 0.02 -0.08 0.23 0.2191
C 6.0698 -0.6358 -12.0805 -0.04 -0.29 -0.18 -0.6347
O 6.5258 0.3597 -11.1652 0.00 0.10 0.05 -0.3061
C 5.8037 1.4848 -11.1748 0.08 -0.03 0.10 0.7776
O 4.8450 1.7033 -11.8674 0.08 -0.01 0.04 -0.5353
O 6.3341 2.3237 -10.2801 0.04 -0.09 -0.03 -0.2896
C 5.6593 3.5777 -10.1803 -0.14 0.34 0.11 -0.6945
H 6.7295 -1.4952 -11.9819 0.09 0.16 0.16 0.2207
H 5.0537 -0.9459 -11.8372 -0.01 0.13 -0.09 0.2921
H 6.1237 -0.2699 -13.1057 -0.14 0.05 0.06 0.2919
H 4.6274 3.4352 -9.8600 0.02 -0.03 -0.14 0.3105
H 5.6975 4.1137 -11.1286 -0.11 -0.11 -0.01 0.3462
H 6.1771 4.1690 -9.4277 0.13 -0.22 0.01 0.2147
```
Forces are in eV/Å.